# 1
Here is a structure of composition C26H71LiO13 at a distorted geometry from the OMol25 dataset. Energies are from wB97M-V/def2-TZVPD.

Results
**E**: -2018.876213 Eh
**ΔE to the lowest compared entry with this formula, charge and spin**: 0.0 kJ/mol
**HOMO-LUMO gap**: 9.3011 eV
**HOMO level**: -9.307 eV
**Lowest unoccupied orbital energy**: -0.01 eV

```
111
C26H71LiO13 wB97M-V/def2-TZVPD
Li 17.9522 11.2442 10.4777
C 16.1502 7.9679 11.4412
C 17.0782 8.5943 10.4202
O 16.6738 9.8363 9.9473
H 15.1401 7.7174 11.1176
H 16.1482 8.5869 12.3448
H 16.5688 7.0120 11.8001
H 17.2980 7.8875 9.5936
H 18.0751 8.6403 10.9195
C 13.2046 9.9997 12.6399
C 12.1411 10.8939 12.0133
C 11.0412 11.2468 12.9987
O 12.7212 12.1078 11.5718
H 12.8253 9.0678 13.0568
H 13.6613 10.5833 13.4513
H 14.0165 9.7969 11.9361
H 11.6718 10.3650 11.1673
H 10.2360 11.7718 12.4827
H 11.4407 11.9213 13.7578
H 10.6192 10.3512 13.4558
H 13.5796 11.9030 11.1569
C 18.4841 9.5580 16.6921
C 17.8736 10.0436 15.3837
C 16.3659 9.8558 15.3642
O 18.1927 11.4506 15.2706
H 19.5292 9.8757 16.7371
H 18.5290 8.4654 16.7591
H 17.9627 9.9277 17.5767
H 18.2900 9.5108 14.5286
H 15.8755 10.5180 16.0840
H 16.0248 8.8361 15.5628
H 15.9244 10.0711 14.3854
H 17.7568 11.8294 16.0423
C 22.0225 8.5648 13.9106
C 21.4926 9.3088 12.6966
C 22.6171 9.6637 11.7202
O 20.5547 8.4592 11.9853
H 22.6361 9.2383 14.5165
H 22.6756 7.7502 13.5935
H 21.2121 8.1919 14.5362
H 20.9589 10.1959 13.0602
H 23.4409 8.9643 11.8612
H 22.9894 10.6653 11.9380
H 22.3050 9.5992 10.6796
H 19.9952 8.0369 12.6629
C 20.9004 5.3821 7.9111
C 20.3572 5.8943 9.2229
C 20.0073 4.7949 10.2030
O 21.3773 6.7415 9.7980
H 20.2016 4.7006 7.4247
H 21.8381 4.8563 8.0985
H 21.0676 6.2186 7.2336
H 19.4788 6.5251 9.0281
H 20.8949 4.2758 10.5696
H 19.3269 4.0764 9.7388
H 19.5149 5.1905 11.0981
H 20.9456 7.2469 10.5000
C 14.8913 3.3707 10.3472
C 15.0137 4.6360 9.5364
C 16.2397 4.5416 8.6533
O 13.8337 4.7327 8.7214
H 14.7790 2.4809 9.7335
H 14.0954 3.4469 11.0914
H 15.8023 3.2461 10.9455
H 15.0633 5.5268 10.1675
H 16.4733 5.4459 8.0862
H 16.1121 3.7321 7.9277
H 17.1370 4.2601 9.2123
H 13.7880 5.6313 8.3790
C 14.2697 6.6744 14.4595
C 13.8624 5.2596 14.8233
C 14.7524 4.6783 15.9166
O 12.4908 5.2555 15.2632
H 14.0546 7.4512 15.1941
H 13.7534 6.9703 13.5437
H 15.3441 6.6975 14.2388
H 13.9241 4.6241 13.9414
H 15.7747 4.6737 15.5121
H 14.4708 3.6611 16.1720
H 14.8193 5.3338 16.7885
H 12.4744 5.6435 16.1438
C 20.3337 10.7670 8.6505
C 19.3203 10.0026 7.8456
O 18.0803 10.6864 7.9351
O 19.8818 10.8720 10.0057
H 20.4233 11.7644 8.2167
H 21.3301 10.3166 8.6078
H 19.2420 8.9652 8.1933
H 19.6445 9.9637 6.8023
H 17.4975 10.2808 8.6213
H 20.3488 10.2116 10.5349
C 14.5214 11.7401 8.5541
C 13.8104 10.4333 8.3147
O 14.7481 9.3769 8.0862
O 14.9271 11.8620 9.9204
H 13.8657 12.5883 8.3346
H 15.3495 11.8259 7.8437
H 13.2237 10.4564 7.3909
H 13.0865 10.2086 9.1074
H 15.3815 9.3668 8.8247
H 15.4948 11.0793 10.0702
C 18.9371 6.0542 14.6502
C 18.8710 4.6760 14.0755
O 17.5757 4.5186 13.4954
O 18.7900 7.0313 13.6223
H 19.9045 6.2277 15.1173
H 18.1382 6.2024 15.3837
H 19.0195 3.9556 14.8892
H 19.6677 4.5501 13.3351
H 17.3779 3.5818 13.4122
H 18.0613 6.7910 13.0359
```

# 2
Here is a cluster of 16 separate species, C50H141N9O23 in total at a distorted geometry from the OMol25 dataset. Energies are from wB97M-V/def2-TZVPD.

Results
**E**: -4212.612200 Eh
**ΔE to the lowest compared entry with this formula, charge and spin**: 49.3 kJ/mol
**HOMO-LUMO gap**: 9.2354 eV
**HOMO level**: -8.755 eV
**Lowest unoccupied orbital energy**: 0.48 eV

```
223
C50H141N9O23 wB97M-V/def2-TZVPD
C 2.5711 6.2051 3.2726
C 1.7128 6.0120 2.0196
O 2.5232 5.6980 0.8697
O 3.0502 4.9647 3.8757
H 2.0157 6.7570 4.0229
H 3.3573 6.8754 2.9520
H 1.1627 6.9264 1.8287
H 1.0140 5.1737 2.1459
H 2.8685 4.7666 1.0505
H 3.7566 4.5919 3.3158
C -1.8191 -1.6220 4.3552
C -2.5115 -2.3508 3.2162
O -1.7263 -2.2442 1.9863
O -1.5297 -0.2527 4.0832
H -0.8739 -2.1469 4.5978
H -2.3298 -1.6575 5.2881
H -3.4999 -1.9969 2.9612
H -2.5775 -3.4031 3.5196
H -0.8306 -2.5435 2.2705
H -2.1681 0.1031 3.4757
C 2.5477 3.5144 6.8700
C 2.0112 4.9066 6.9477
O 0.5931 4.8153 7.1065
O 2.0606 2.8847 5.7050
H 2.0719 2.9336 7.6315
H 3.5898 3.3743 6.8894
H 2.2766 5.5355 6.0879
H 2.3409 5.3250 7.8868
H 0.1750 4.1973 6.4529
H 2.3294 3.3738 4.9004
C -3.1663 1.7599 -2.8784
C -4.1430 2.7779 -3.3619
O -5.3322 2.6416 -2.6919
O -3.7673 0.5049 -3.0400
H -2.9724 1.8695 -1.7945
H -2.2892 1.7413 -3.4938
H -4.3792 2.6449 -4.4178
H -3.8049 3.7595 -3.1751
H -5.4506 1.6878 -2.5801
H -3.5330 0.1678 -3.9349
C 1.8749 -1.0542 3.5194
C 1.7222 -2.5337 3.9447
O 0.7902 -3.1365 3.0629
O 2.3367 -0.9101 2.1887
H 2.4691 -0.3846 4.2741
H 0.7975 -0.6876 3.4973
H 1.3903 -2.6044 5.0315
H 2.7159 -3.0637 3.9565
H 1.3053 -3.6390 2.4519
H 1.9881 -0.0564 1.9388
C 5.8373 2.1398 3.0968
C 4.8033 1.0457 3.4049
O 5.1320 -0.1389 2.5973
O 5.3237 3.4453 3.3814
H 6.1800 2.0794 2.1083
H 6.7776 2.0230 3.6535
H 3.7547 1.4019 3.2032
H 4.8618 0.8550 4.4352
H 4.2579 -0.5794 2.4550
H 5.4584 3.5873 4.3025
C 0.0760 1.0419 7.8877
C -1.1892 0.8528 7.1286
O -1.1842 1.6767 5.9276
O 1.1316 0.4259 7.1973
H 0.0449 0.5510 8.8804
H 0.2715 2.0996 8.0642
H -2.0746 1.1279 7.7128
H -1.2576 -0.1818 6.8117
H -0.9956 1.0697 5.1987
H 1.3324 0.9466 6.4313
C -4.2895 3.4163 1.7168
C -3.2299 2.6562 2.4169
C -2.9612 3.1966 3.7933
O -2.3511 4.4685 3.6143
C -1.4687 4.7440 4.6396
N -3.5612 1.1979 2.5408
H -5.2375 3.3817 2.2435
H -4.4758 2.9750 0.7187
H -3.9974 4.4769 1.5572
H -2.2896 2.6839 1.9385
H -2.1965 2.6707 4.3513
H -3.9000 3.2997 4.3074
H -2.0224 5.0581 5.5862
H -1.0005 5.6167 4.2382
H -0.6542 4.0548 4.6994
H -4.4873 1.1334 3.0143
H -3.7177 0.7319 1.6878
C -5.2223 -2.9918 -0.8440
C -5.2411 -1.5129 -0.3814
C -6.2965 -1.3437 0.8275
O -7.4918 -2.0673 0.7738
C -8.6551 -1.2780 0.7995
N -3.9493 -0.9939 0.0097
H -4.8879 -3.6713 -0.0377
H -4.6519 -3.1427 -1.7461
H -6.2860 -3.2558 -1.0226
H -5.6635 -0.9356 -1.1813
H -6.4399 -0.2704 0.8711
H -5.8358 -1.5684 1.7980
H -8.7336 -0.6555 1.7058
H -9.4752 -1.9605 0.5870
H -8.6272 -0.5225 -0.0111
H -3.3514 -1.6777 0.3920
H -3.5471 -0.4883 -0.7595
C 0.0419 0.3783 -2.2458
C 0.8190 0.0769 -0.8875
C 0.2327 1.0311 0.1201
O 0.9558 1.2233 1.3478
C 0.3840 2.2335 2.1060
N 0.7137 -1.3942 -0.5318
H -1.0375 0.2133 -2.1150
H 0.3630 -0.2922 -3.0234
H 0.1078 1.3871 -2.6129
H 1.8492 0.2917 -1.0910
H -0.7382 0.6249 0.3676
H 0.0016 2.0131 -0.3293
H 0.3155 3.1461 1.4956
H 1.1259 2.4547 2.8670
H -0.5263 1.9247 2.6177
H 1.0406 -1.5188 0.4592
H -0.3105 -1.5548 -0.3919
C -1.2549 4.6405 -0.8939
C 0.1538 5.2591 -1.0951
C 0.6623 4.9527 -2.5123
O 1.0832 3.6013 -2.6394
C 1.5228 3.3655 -3.9705
N 0.2146 6.6752 -0.8655
H -1.4114 3.5380 -1.0800
H -1.9360 5.1200 -1.5687
H -1.6009 4.7661 0.1870
H 0.8532 4.7567 -0.4104
H 1.5109 5.6100 -2.6600
H -0.0338 5.2705 -3.2584
H 0.6094 3.3757 -4.6470
H 2.0742 2.3822 -3.9627
H 2.2345 4.1600 -4.3126
H -0.3132 7.3545 -1.4230
H 1.1305 7.0570 -0.6986
C -0.5814 -6.2861 -6.2054
C -0.3039 -7.0338 -4.9064
C -0.8746 -6.3638 -3.6771
O -0.2685 -5.0117 -3.5193
C -0.7709 -4.3638 -2.4041
N -0.8141 -8.3967 -4.9615
H -1.6065 -6.2404 -6.4348
H -0.0400 -6.6400 -7.1424
H -0.2506 -5.2707 -5.9932
H 0.7630 -6.9967 -4.7477
H -0.5564 -7.0128 -2.8558
H -1.9162 -6.2639 -3.7848
H -0.2291 -4.5650 -1.4653
H -1.8507 -4.6701 -2.2030
H -0.6168 -3.3165 -2.5757
H -0.3499 -9.0349 -4.2866
H -0.6836 -8.8227 -5.8539
C 4.2613 4.2223 -1.8397
C 3.8113 3.0224 -1.0328
C 4.6116 1.7396 -1.3291
O 4.4111 0.7687 -0.3814
C 5.0892 -0.4433 -0.6283
N 3.9449 3.3231 0.4053
H 5.3238 4.3720 -1.5243
H 3.7373 5.1292 -1.4890
H 4.2221 3.9563 -2.8586
H 2.7693 2.9368 -1.2265
H 5.6913 1.9580 -1.3417
H 4.2623 1.2987 -2.2867
H 4.6938 -1.0290 -1.4751
H 4.9531 -1.0287 0.2834
H 6.1417 -0.1983 -0.8575
H 3.9837 2.4643 0.8933
H 4.7794 3.8854 0.5933
C -0.2300 -6.3173 0.5632
C 0.8577 -6.9203 1.5269
C 2.2522 -6.2526 1.5063
O 2.0693 -4.8639 1.3263
C 3.2673 -4.2612 1.0840
N 0.3494 -6.7860 2.8884
H 0.2004 -6.2740 -0.4636
H -0.3919 -5.2783 0.9229
H -1.1800 -6.8571 0.4768
H 0.9490 -7.9882 1.2779
H 2.8559 -6.6395 0.7031
H 2.7623 -6.3947 2.4599
H 3.6221 -4.1678 0.0112
H 4.0462 -4.7673 1.6108
H 3.2006 -3.2192 1.4038
H -0.6314 -7.0771 3.0236
H 0.9123 -7.2617 3.6187
C -1.7480 -2.2168 -5.3345
C -3.1223 -2.0720 -5.9547
C -4.1499 -2.6910 -5.0548
O -5.3688 -2.7222 -5.7896
C -5.6024 -3.8284 -6.5834
N -3.5374 -0.6628 -6.2130
H -1.4069 -3.2561 -5.4429
H -1.8204 -1.9420 -4.3060
H -0.9848 -1.5763 -5.7973
H -3.0374 -2.7711 -6.8509
H -4.2492 -2.1253 -4.1386
H -3.8370 -3.6984 -4.7471
H -6.5610 -3.6790 -7.1681
H -5.6400 -4.7572 -6.0392
H -4.8372 -3.9419 -7.3729
H -2.8786 -0.3391 -6.8792
H -4.4254 -0.6139 -6.6896
C 3.5781 0.4332 -6.2951
C 4.5235 0.1645 -5.1197
C 4.1732 -1.2079 -4.4873
O 2.9718 -1.3045 -3.7448
C 2.3731 -2.5767 -3.8265
N 5.8829 0.0975 -5.7267
H 3.9033 1.3746 -6.7208
H 2.5071 0.4333 -6.0487
H 3.6598 -0.3236 -7.0309
H 4.5230 0.8919 -4.2342
H 5.0512 -1.4381 -3.7751
H 4.2729 -1.9908 -5.2411
H 1.9224 -2.8012 -4.8294
H 1.5419 -2.6927 -3.1422
H 3.1761 -3.3640 -3.8243
H 5.9581 -0.5734 -6.5243
H 6.6423 -0.2103 -5.0421
```

# 3
Here is the molecule C3H7N5 at a distorted geometry from the OMol25 dataset. Energies are from wB97M-V/def2-TZVPD.

Results
**E**: -392.217457 Eh
**ΔE to the lowest compared entry with this formula, charge and spin**: 214.2 kJ/mol
**HOMO-LUMO gap**: 9.0951 eV
**SMILES**: NNC1=NCC=NN1
**HOMO level**: -8.185 eV
**Lowest unoccupied orbital energy**: 0.91 eV

```
15
C3H7N5 wB97M-V/def2-TZVPD
C -0.3513 0.0803 -0.2976
C 1.8229 -0.5199 -0.8302
C 1.8810 -1.0289 0.6066
H -3.3443 1.0390 0.2706
H -2.0798 2.0787 0.4309
H -1.7141 0.8360 -1.4722
H 1.9150 -1.4646 -1.4314
H 2.6114 0.0933 -1.1197
H 2.8350 -1.4657 0.9509
H -0.9418 -0.1379 1.6612
N -2.3408 1.0700 0.4272
N -1.7021 0.3478 -0.5694
N 0.5828 0.2069 -1.1327
N 0.9708 -0.8672 1.4827
N -0.1447 -0.2679 1.0231
```

# 4
Here is a cluster of 3 separate species, C20H45BI3N2O5S in total at a distorted geometry from the OMol25 dataset. Energies are from wB97M-V/def2-TZVPD.

Results
**E**: -2590.691338 Eh
**ΔE to the lowest compared entry with this formula, charge and spin**: 229.5 kJ/mol
**HOMO-LUMO gap**: 8.1272 eV
**Total charge**: -1
**HOMO level**: -5.777 eV
**Lowest unoccupied orbital energy**: 2.35 eV

```
77
C20H45BI3N2O5S wB97M-V/def2-TZVPD
C -2.0385 -3.0545 1.8969
C -0.5881 -2.3023 2.0286
I 1.0661 -3.5919 1.2745
C -0.5370 -0.7740 1.4386
I 1.2161 0.1785 2.4403
B -0.4694 -0.6541 -0.1984
C -0.2823 0.8852 -0.7730
C 0.8510 0.8325 -1.9996
C 2.3813 0.6122 -1.4370
S 3.2062 -0.6397 -2.6219
C -1.8180 -1.2593 -0.9767
C -1.5643 -2.7536 -1.6393
O -2.4833 -3.7286 -1.3935
I 0.1115 -3.3141 -2.9338
H -2.2729 -3.5524 2.9547
H -1.8951 -3.9466 1.1429
H -2.9455 -2.3547 1.6578
H -0.3700 -2.2112 3.1988
H -1.5442 -0.2340 1.7786
H 0.4497 -1.2786 -0.6483
H -1.2734 1.3255 -1.2724
H 0.0443 1.6707 0.0300
H 0.5696 -0.1341 -2.6407
H 0.7691 1.8201 -2.6640
H 2.4394 0.1088 -0.3771
H 2.9775 1.6357 -1.5086
H 2.7071 -1.8861 -2.1289
H -2.1684 -0.5682 -1.8783
H -2.7167 -1.2425 -0.2035
C -1.8511 -0.7302 5.4296
O -2.5581 -1.9612 5.3381
C -2.2008 -2.8920 6.3686
C -3.3692 -3.0867 7.3468
N -3.5836 -1.8884 8.1659
C -4.8383 -1.9107 8.9258
C -6.1534 -1.9314 8.1206
O -6.4034 -0.7317 7.3861
C -5.7843 -0.6824 6.1088
H -2.0597 -0.1516 4.5243
H -2.1892 -0.1508 6.2906
H -0.7719 -0.8998 5.4898
H -1.2807 -2.6027 6.8889
H -2.0076 -3.8480 5.8684
H -3.1517 -3.9352 8.0053
H -4.2577 -3.3267 6.7576
H -3.5971 -1.0726 7.5605
H -4.8395 -1.0080 9.5480
H -4.8219 -2.7643 9.6135
H -6.9722 -2.0093 8.8458
H -6.2429 -2.8125 7.4760
H -5.7010 -1.6693 5.6447
H -4.8060 -0.2084 6.1820
H -6.3961 -0.0496 5.4594
C 4.9773 5.6234 -7.5494
O 5.6722 4.3841 -7.6204
C 6.2181 3.9734 -6.3599
C 5.4751 2.7385 -5.8280
N 4.1125 3.0787 -5.4029
C 3.2687 1.9086 -5.1366
C 2.9603 0.9733 -6.3235
O 2.1407 1.5665 -7.3323
C 2.8519 2.3283 -8.2972
H 4.7397 5.9375 -8.5705
H 4.0409 5.5131 -6.9995
H 5.5977 6.3963 -7.0859
H 6.2279 4.7875 -5.6262
H 7.2602 3.6923 -6.5511
H 6.0235 2.3269 -4.9732
H 5.4653 1.9899 -6.6240
H 3.6667 3.6285 -6.1318
H 2.3155 2.2943 -4.7563
H 3.7166 1.3253 -4.3236
H 2.3780 0.1332 -5.9267
H 3.8616 0.5299 -6.7601
H 3.8543 1.9342 -8.4870
H 2.9013 3.3729 -7.9911
H 2.2895 2.2983 -9.2349
```

> What is the ΔE to the lowest compared entry with this formula, charge and spin in the second record?

49.3 kJ/mol

> Which formula does entry 3 have?

C3H7N5

> Which of these has the highest HOMO level?

C20H45BI3N2O5S

> The lowest E belongs to which entry?

C50H141N9O23